[1]
{
  "formula": "C3H11N2S",
  "method": "wB97M-V/def2-TZVPD",
  "total_charge": 1,
  "homo_lumo_gap_ha": 0.3752,
  "de_lowest_ev": 3.895,
  "lumo_ev": -4.180,
  "homo_energy_ev": -14.3897,
  "species": ["C", "C", "C", "N", "N", "S", "H", "H", "H", "H", "H", "H", "H", "H", "H", "H", "H"],
  "xyz": [[0.028, -1.648, 2.479], [-0.634, -1.397, 1.148], [-0.309, -0.187, 0.299], [0.957, 1.252, -2.120], [-1.060, 0.363, -0.574], [1.296, 2.219, -3.355], [1.134, -1.388, 2.249], [-0.081, -2.631, 2.940], [-0.123, -0.964, 3.361], [-0.239, -2.355, 0.650], [-1.750, -1.451, 0.959], [0.554, 0.435, 0.400], [1.707, 1.128, -1.465], [0.960, 1.488, -4.415], [-1.965, -0.101, -0.572], [0.067, 0.983, -1.562], [-0.012, 2.972, -3.505]]
}

---

[2]
{
  "formula": "C3H11N2S",
  "method": "wB97M-V/def2-TZVPD",
  "total_charge": 1,
  "homo_lumo_gap_ha": 0.3455,
  "de_lowest_ev": 1.353,
  "lumo_ev": -3.400,
  "homo_energy_ev": -12.8009,
  "species": ["C", "C", "C", "N", "N", "S", "H", "H", "H", "H", "H", "H", "H", "H", "H", "H", "H"],
  "xyz": [[-3.148, -0.520, 0.379], [-2.110, 0.314, -0.333], [0.293, -0.075, 0.277], [3.838, 0.547, -0.092], [-0.844, -0.486, -0.257], [1.584, -1.119, 0.408], [-4.166, -0.133, 0.468], [-3.263, -1.367, -0.150], [-2.820, -0.691, 1.367], [-1.927, 1.275, 0.137], [-2.412, 0.555, -1.339], [0.548, 0.902, 0.488], [3.587, 1.442, -0.567], [4.311, -0.019, -0.799], [-0.836, -1.360, -0.703], [4.331, 0.855, 0.733], [3.034, -0.120, -0.017]]
}

---

[3]
{
  "formula": "C3H11N2S",
  "method": "wB97M-V/def2-TZVPD",
  "total_charge": 1,
  "homo_lumo_gap_ha": 0.3721,
  "de_lowest_ev": 0.359,
  "lumo_ev": -3.183,
  "homo_energy_ev": -13.3077,
  "species": ["N", "C", "C", "N", "C", "S", "H", "H", "H", "H", "H", "H", "H", "H", "H", "H", "H"],
  "xyz": [[-2.325, 1.193, 1.069], [-1.248, 0.262, 1.407], [-0.427, -0.039, 0.141], [-0.312, 1.241, -0.649], [0.937, -0.624, 0.368], [1.821, -1.069, -1.158], [-2.499, 1.829, 1.847], [-3.195, 0.719, 0.870], [-0.615, 0.751, 2.139], [-1.616, -0.689, 1.778], [-1.042, -0.685, -0.475], [-1.075, 1.872, -0.344], [0.593, 1.694, -0.536], [-0.468, 1.072, -1.642], [1.631, 0.065, 0.838], [0.866, -1.483, 1.033], [0.922, -1.915, -1.687]]
}

---

[4]
{
  "formula": "C3H11N2S",
  "method": "wB97M-V/def2-TZVPD",
  "total_charge": 2,
  "homo_lumo_gap_ha": [0.4318, 0.2511],
  "de_lowest_ev": 1.729,
  "spin_multiplicity": 2,
  "lumo_ev": [-7.820, -12.715],
  "homo_energy_ev": [-19.5694, -19.5471],
  "species": ["C", "C", "S", "H", "H", "H", "H", "H", "H", "N", "C", "N", "H", "H", "H", "H", "H"],
  "xyz": [[-3.362, 0.410, -0.550], [-2.407, -0.726, -1.044], [-0.657, -0.548, -0.997], [-3.585, 0.961, -1.486], [-4.098, 0.149, 0.178], [-2.766, 1.172, -0.041], [-2.700, -1.127, -2.048], [-2.574, -1.644, -0.387], [-0.407, 0.411, -1.910], [1.804, 0.405, 0.476], [2.618, -0.072, 1.415], [3.904, -0.206, 1.249], [2.208, 1.175, -0.050], [0.821, 0.084, 0.480], [2.296, -0.234, 2.450], [4.612, -0.028, 1.964], [4.292, -0.180, 0.301]]
}

---

[5]
{
  "formula": "C3H11N2S2",
  "method": "wB97M-V/def2-TZVPD",
  "total_charge": 1,
  "homo_lumo_gap_ha": 0.3618,
  "de_lowest_ev": 0.521,
  "lumo_ev": -3.353,
  "homo_energy_ev": -13.1980,
  "species": ["N", "C", "C", "N", "C", "S", "S", "H", "H", "H", "H", "H", "H", "H", "H", "H", "H", "H"],
  "xyz": [[0.908, 2.236, 0.291], [-0.026, 1.291, 0.880], [0.081, -0.079, 0.166], [0.450, 0.125, -1.272], [-1.186, -0.886, 0.247], [-1.264, -2.390, -0.749], [-0.081, -3.678, 0.242], [1.410, 2.808, 0.971], [0.410, 2.955, -0.220], [0.175, 1.080, 1.924], [-1.061, 1.649, 0.827], [0.903, -0.609, 0.621], [1.421, 0.429, -1.365], [-0.115, 0.849, -1.711], [0.346, -0.772, -1.760], [-1.351, -1.173, 1.294], [-2.093, -0.316, 0.037], [1.075, -3.517, -0.424]]
}

---

[6]
{
  "formula": "C3H11N3",
  "method": "wB97M-V/def2-TZVPD",
  "homo_lumo_gap_ha": 0.3534,
  "de_lowest_ev": 0.533,
  "lumo_ev": 0.996,
  "homo_energy_ev": -8.6199,
  "species": ["C", "C", "N", "N", "C", "N", "H", "H", "H", "H", "H", "H", "H", "H", "H", "H", "H"],
  "xyz": [[-0.285, 0.423, -1.462], [-0.345, 0.135, 0.030], [-1.211, -0.962, 0.297], [-0.862, 1.453, 0.760], [1.006, -0.061, 0.690], [1.664, -1.339, 0.137], [-0.169, -0.503, -2.018], [0.544, 1.086, -1.700], [-1.212, 0.910, -1.758], [-1.331, -1.123, 1.290], [-2.118, -0.836, -0.135], [-0.871, 1.352, 1.771], [-0.323, 2.275, 0.510], [1.694, 0.752, 0.460], [0.911, -0.225, 1.765], [1.898, -1.221, -0.844], [1.012, -2.115, 0.207]]
}

---

[7]
{
  "formula": "C3H11N3",
  "method": "wB97M-V/def2-TZVPD",
  "homo_lumo_gap_ha": 0.3596,
  "de_lowest_ev": 0.990,
  "lumo_ev": 0.699,
  "homo_energy_ev": -9.0864,
  "species": ["H", "N", "C", "N", "H", "H", "H", "C", "C", "N", "H", "H", "H", "H", "H", "H", "H"],
  "xyz": [[4.446, -0.424, -0.866], [3.909, -0.133, -1.679], [2.955, 0.575, -1.205], [1.898, 1.052, -1.918], [2.955, 0.906, -0.163], [1.193, 1.600, -1.466], [1.711, 0.627, -2.813], [-3.474, -0.802, 0.532], [-2.840, -0.725, 1.935], [-1.674, 0.117, 1.927], [-4.424, -1.340, 0.606], [-2.905, -1.524, -0.062], [-3.555, 0.196, 0.126], [-2.733, -1.683, 2.451], [-3.608, -0.161, 2.485], [-1.333, 0.401, 2.825], [-0.987, -0.142, 1.248]]
}

---

[8]
{
  "formula": "C3H11N3",
  "method": "wB97M-V/def2-TZVPD",
  "homo_lumo_gap_ha": [0.2708, 0.3150],
  "de_lowest_ev": 4.792,
  "lumo_ev": [0.751, 0.978],
  "homo_energy_ev": [-6.6185, -7.5945],
  "species": ["C", "C", "C", "N", "N", "N", "H", "H", "H", "H", "H", "H", "H", "H", "H", "H", "H"],
  "xyz": [[1.249, -0.468, 2.242], [0.690, -0.224, 0.831], [-0.569, 0.545, 0.843], [-1.230, 1.132, -2.354], [-0.552, -0.987, -2.073], [-1.444, -0.040, -1.717], [1.450, 0.484, 2.729], [0.529, -1.019, 2.843], [2.178, -1.035, 2.195], [0.533, -1.211, 0.364], [1.448, 0.306, 0.244], [-1.429, 0.145, 1.346], [-0.549, 1.604, 0.668], [-0.257, 1.406, -2.504], [-1.802, 1.863, -1.958], [-0.664, -1.813, -1.510], [0.418, -0.690, -2.188]]
}

---

[9]
{
  "formula": "C3H11N3",
  "method": "wB97M-V/def2-TZVPD",
  "homo_lumo_gap_ha": 0.3712,
  "de_lowest_ev": 0.979,
  "lumo_ev": 0.944,
  "homo_energy_ev": -9.1564,
  "species": ["H", "N", "C", "N", "H", "H", "H", "C", "C", "N", "H", "H", "H", "H", "H", "H", "H"],
  "xyz": [[2.828, 1.894, -1.208], [3.161, 1.022, -0.821], [2.372, 0.542, 0.056], [2.510, -0.688, 0.646], [1.619, 1.228, 0.452], [1.703, -1.276, 0.683], [3.324, -1.145, 0.316], [-2.368, -0.363, 0.941], [-1.583, -0.605, -0.370], [-0.829, 0.594, -0.710], [-3.388, -0.110, 0.655], [-2.409, -1.223, 1.604], [-1.973, 0.499, 1.479], [-0.908, -1.456, -0.279], [-2.332, -0.851, -1.127], [-0.345, 0.499, -1.590], [-1.379, 1.438, -0.726]]
}

---

[10]
{
  "formula": "C3H11N3",
  "method": "wB97M-V/def2-TZVPD",
  "total_charge": 2,
  "homo_lumo_gap_ha": [0.2663, 0.3438],
  "de_lowest_ev": 2.812,
  "lumo_ev": [-12.402, -11.539],
  "homo_energy_ev": [-19.6487, -20.8944],
  "species": ["C", "N", "C", "N", "C", "N", "H", "H", "H", "H", "H", "H", "H", "H", "H", "H", "H"],
  "xyz": [[-2.125, -0.342, 0.221], [-1.202, 0.723, 0.043], [-0.224, 0.742, -0.976], [0.807, -0.075, -0.309], [1.790, 0.462, 0.552], [0.613, -1.344, -0.292], [-3.031, 0.084, 0.679], [-2.389, -0.808, -0.728], [-1.783, -1.096, 0.947], [-1.161, 1.442, 0.761], [-0.557, 0.260, -1.903], [0.165, 1.737, -1.207], [1.779, 1.549, 0.583], [1.757, 0.053, 1.569], [2.778, 0.161, 0.160], [0.110, -1.809, -1.050], [1.033, -1.942, 0.423]]
}

---

[11]
{
  "formula": "C3H11N3O",
  "method": "wB97M-V/def2-TZVPD",
  "homo_lumo_gap_ha": [0.2913, 0.2913],
  "de_lowest_ev": 5.412,
  "lumo_ev": [0.767, 0.767],
  "homo_energy_ev": [-7.1606, -7.1600],
  "species": ["C", "N", "C", "O", "N", "H", "H", "H", "H", "H", "H", "C", "N", "H", "H", "H", "H", "H"],
  "xyz": [[-2.006, 1.147, 0.741], [-0.623, 0.954, 0.399], [-0.232, -1.102, -0.559], [-0.289, 1.789, -0.751], [-1.090, -1.974, -0.192], [0.078, 2.596, -0.362], [-0.974, -2.268, 0.778], [-0.188, -0.705, -1.571], [-2.638, 1.468, -0.096], [-2.150, 1.884, 1.544], [-2.434, 0.204, 1.094], [2.235, -0.526, -0.578], [1.032, -0.838, 0.205], [1.187, -1.509, 0.951], [0.472, 0.169, 0.725], [2.661, -1.432, -1.011], [2.978, -0.036, 0.052], [1.983, 0.179, -1.370]]
}

---

[12]
{
  "formula": "C3H11N3O",
  "method": "wB97M-V/def2-TZVPD",
  "homo_lumo_gap_ha": 0.3602,
  "de_lowest_ev": 0.825,
  "lumo_ev": 0.852,
  "homo_energy_ev": -8.9495,
  "species": ["N", "C", "C", "N", "C", "N", "O", "H", "H", "H", "H", "H", "H", "H", "H", "H", "H", "H"],
  "xyz": [[1.182, -1.818, -0.429], [0.658, -0.635, -1.080], [0.462, 0.611, -0.177], [1.544, 0.686, 0.792], [-0.930, 0.599, 0.510], [-1.976, 0.643, -0.490], [-1.112, -0.549, 1.296], [2.122, -1.627, -0.098], [0.621, -2.063, 0.381], [-0.306, -0.881, -1.535], [1.357, -0.377, -1.878], [0.512, 1.506, -0.807], [1.393, -0.020, 1.508], [1.540, 1.587, 1.258], [-0.966, 1.441, 1.230], [-1.845, 1.419, -1.125], [-2.884, 0.737, -0.048], [-1.372, -1.257, 0.692]]
}

---

- Which formula does entry 5 have?
  C3H11N2S2